# 1
The following is a DFT calculation (ωB97M-V/def2-TZVPD) of a 18-piece molecular cluster, C50H146N22O20 overall at a distorted geometry.

Geometry as ORCA input:
```
! wB97M-V def2-TZVPD RIJCOSX def2/J DEFGRID3
* xyz 0 1
C -8.9136 -6.0102 19.8307
O -9.3082 -6.1458 20.9887
N -8.1235 -6.9065 19.1482
N -9.3514 -5.0366 19.0010
H -7.8824 -7.6956 19.7039
H -7.9894 -6.9472 18.1397
H -8.9884 -4.8367 18.0996
H -9.8224 -4.2904 19.4474
C -6.1896 -11.0345 28.7181
O -5.2900 -11.4839 28.0327
N -7.2272 -11.8310 29.1704
N -6.1302 -9.8051 29.2950
H -7.8989 -11.4630 29.7940
H -7.3754 -12.7864 28.9248
H -5.5057 -9.1413 28.7465
H -7.0142 -9.3510 29.5548
C -7.6207 -2.8308 26.4159
O -7.7168 -1.6541 26.7685
N -6.6820 -3.6893 27.0667
N -8.2944 -3.4003 25.4012
H -6.3715 -3.1990 27.9251
H -7.0125 -4.6435 27.3078
H -8.2129 -4.4010 25.1491
H -8.7322 -2.7585 24.7715
C -12.3424 -3.2716 20.1868
O -11.2962 -2.9429 19.7413
N -12.5547 -4.4987 20.7119
N -13.4883 -2.5074 19.9098
H -13.4707 -4.7275 21.1677
H -11.7213 -4.9644 21.0907
H -12.9713 -1.6267 19.5730
H -14.0599 -2.3495 20.7624
C -4.2606 -11.4715 24.6752
O -3.9998 -11.6720 23.5224
N -5.1949 -10.6005 25.1363
N -3.6058 -12.0761 25.6871
H -5.5551 -10.7805 26.0640
H -5.9574 -10.5746 24.4786
H -4.0761 -12.0992 26.5508
H -2.9358 -12.7786 25.4500
C -4.4523 -7.1208 26.7879
O -5.2606 -7.4090 27.6800
N -3.5314 -7.9966 26.4827
N -4.6959 -5.9725 26.0590
H -3.3053 -8.7789 27.0807
H -3.2697 -8.0295 25.4815
H -5.2669 -5.2305 26.4065
H -4.0152 -5.3833 25.5212
C -9.5863 -12.7718 32.0684
C -10.3657 -11.8158 31.2011
O -9.6197 -10.6248 30.9410
O -8.6882 -13.5014 31.2548
H -10.3042 -13.4707 32.5316
H -9.0562 -12.1927 32.7956
H -11.3048 -11.5958 31.7140
H -10.5931 -12.2408 30.1835
H -9.8338 -10.3279 30.0717
H -7.7652 -13.2865 31.4219
C -6.3029 -8.8823 21.6303
C -4.7739 -8.9427 21.7750
O -4.2238 -10.1008 21.3637
O -6.9821 -9.7873 22.5323
H -6.5992 -9.0946 20.6096
H -6.5534 -7.8674 21.9185
H -4.4217 -8.6697 22.7877
H -4.4039 -8.1725 21.0636
H -4.2814 -10.7831 22.0745
H -7.9251 -9.5678 22.4453
C -16.3664 -3.4192 25.4501
C -15.8584 -3.1994 24.0415
C -16.0949 -4.4067 23.1362
O -15.6537 -4.0727 21.7684
C -16.3578 -4.8839 20.7670
N -16.5047 -2.0179 23.4745
H -17.4238 -3.4678 25.3807
H -16.1164 -2.5157 26.0744
H -15.9227 -4.2550 25.9712
H -14.7738 -3.0883 24.1184
H -17.1807 -4.7039 23.1248
H -15.5639 -5.3294 23.3962
H -17.4439 -4.7907 20.8596
H -16.1356 -5.9311 20.9241
H -16.0443 -4.5427 19.7823
H -16.3578 -1.9382 22.5048
H -16.0824 -1.1674 23.8104
C -10.2873 -15.5671 26.8324
C -10.6370 -14.0776 27.0636
C -9.4782 -13.1599 27.4890
O -9.8477 -11.8278 27.6683
C -9.4316 -11.0159 26.5262
N -11.3297 -13.5703 25.9345
H -9.3991 -15.6346 26.2025
H -11.1529 -16.1079 26.4452
H -9.9779 -16.0415 27.8173
H -11.3515 -14.0436 27.8778
H -8.6194 -13.3034 26.8686
H -9.2906 -13.5428 28.5157
H -8.3627 -11.1122 26.4105
H -9.7380 -10.0238 26.7566
H -9.9952 -11.4061 25.6586
H -11.5872 -12.6238 26.1557
H -10.8013 -13.6074 25.0798
C -9.3237 -7.3397 27.9248
C -9.2606 -7.1448 26.4231
C -10.3116 -6.3520 25.7730
O -11.3526 -7.1374 25.3848
C -12.5028 -6.4485 24.8320
N -7.9146 -6.5233 26.1014
H -10.2746 -7.8610 28.2107
H -9.2552 -6.4881 28.5499
H -8.5367 -8.0428 28.2012
H -9.4136 -8.1848 26.0119
H -9.9300 -5.8307 24.8783
H -10.7594 -5.5717 26.3602
H -12.8973 -5.5853 25.4123
H -13.2086 -7.2333 24.7966
H -12.3231 -6.0994 23.7985
H -7.1091 -7.0428 26.4831
H -7.8160 -6.4871 25.1087
C -15.2839 -10.5807 30.7557
C -15.7235 -11.0532 29.3751
C -14.5721 -11.1290 28.3627
O -14.0362 -9.7756 28.2758
C -13.2856 -9.6023 27.0797
N -16.2373 -12.4720 29.4633
H -16.0155 -10.2423 31.4593
H -14.5845 -9.7950 30.6816
H -14.7469 -11.4329 31.1469
H -16.4158 -10.3454 28.9605
H -15.0249 -11.4204 27.4516
H -13.7803 -11.7532 28.8104
H -12.4231 -10.3262 27.0857
H -12.9026 -8.5629 27.0539
H -13.8725 -9.7884 26.1092
H -16.8151 -12.6311 28.5771
H -16.8327 -12.6063 30.2604
C -19.2541 -6.4274 25.5265
C -19.3373 -6.9831 24.1020
C -19.9932 -8.3728 23.9529
O -19.2186 -9.3234 24.6321
C -19.8547 -10.5589 24.8390
N -20.0349 -6.0153 23.1740
H -20.1850 -5.9631 25.7388
H -18.5523 -5.5825 25.5884
H -18.9855 -7.1172 26.3661
H -18.3226 -7.1232 23.6646
H -20.1045 -8.5675 22.8650
H -21.0382 -8.4577 24.3648
H -20.8265 -10.4422 25.2161
H -19.3220 -11.1421 25.6223
H -19.9318 -11.0200 23.8326
H -21.0372 -6.1999 23.3134
H -19.7662 -5.1109 23.5702
C -12.5825 -7.2628 17.5140
C -13.9000 -7.8892 18.0227
C -14.0379 -7.5381 19.4769
O -15.2629 -7.9451 20.0488
C -15.0911 -9.2878 20.6698
N -15.0092 -7.4636 17.1857
H -12.4653 -6.1872 17.7172
H -12.5270 -7.4061 16.4342
H -11.7747 -7.7413 18.0172
H -13.7657 -8.9420 17.9859
H -14.1145 -6.4536 19.5809
H -13.1722 -7.9405 20.0298
H -14.7984 -9.1642 21.7221
H -14.2924 -9.8742 20.1418
H -16.0812 -9.8109 20.6430
H -14.9109 -6.4401 17.1434
H -15.8694 -7.5642 17.7119
C -12.3699 0.6553 22.5951
C -12.5294 -0.5092 23.4882
C -11.0669 -0.9347 23.9631
O -10.5882 -2.0707 23.1747
C -11.2179 -3.3060 23.5552
N -13.4027 -0.2022 24.6906
H -12.2025 1.6406 23.0590
H -13.0970 0.8950 21.8083
H -11.4512 0.4492 21.9641
H -12.9633 -1.3921 22.9832
H -11.1012 -1.2919 25.0110
H -10.2540 -0.1860 23.8053
H -12.3627 -3.2676 23.4515
H -10.9239 -3.6500 24.5399
H -10.9306 -4.0585 22.8608
H -13.2767 -0.9125 25.4390
H -12.9928 0.5970 25.1566
C -10.5928 -3.2916 28.4710
C -11.8935 -3.5035 27.7023
C -12.7240 -4.4712 28.5320
O -14.0001 -4.8653 27.9490
C -14.6244 -5.6301 29.0194
N -12.6083 -2.1630 27.4531
H -10.7378 -2.9207 29.4643
H -9.9324 -2.6345 27.8948
H -10.0315 -4.2384 28.5040
H -11.7250 -3.8897 26.6895
H -12.8644 -4.0135 29.5590
H -12.1918 -5.3911 28.6898
H -14.1308 -6.5423 29.0687
H -15.6509 -5.7432 28.6299
H -14.5146 -5.0645 29.9666
H -12.7841 -1.6766 28.3531
H -13.5235 -2.4337 27.1004
C -4.9856 -4.7096 21.8344
C -6.1296 -4.4036 22.7431
C -7.0276 -3.2793 22.1261
O -6.3100 -2.0597 22.0188
C -6.2564 -1.2454 23.2002
N -7.0274 -5.5360 23.0263
H -5.4240 -5.2888 20.9991
H -4.3621 -5.4178 22.3737
H -4.2997 -3.8871 21.5921
H -5.7662 -3.9588 23.7285
H -8.0141 -3.0290 22.6132
H -7.2141 -3.6195 21.1306
H -5.3736 -1.5221 23.8502
H -7.2180 -1.3228 23.7370
H -6.1372 -0.2288 22.9089
H -6.6587 -6.4626 23.2606
H -7.6274 -5.6704 22.2073
C -10.3922 -10.0806 20.5889
C -10.8732 -9.3319 21.7915
C -11.4998 -10.3478 22.7566
O -12.5203 -11.0860 22.1373
C -12.7950 -12.3052 22.8247
N -9.7737 -8.6908 22.4614
H -11.1884 -10.6251 20.0831
H -9.6367 -10.8114 20.9059
H -10.0060 -9.4748 19.7922
H -11.6087 -8.6141 21.4390
H -11.7440 -9.9480 23.7244
H -10.6414 -11.0001 22.9078
H -11.8755 -12.9365 23.0924
H -13.4589 -12.9120 22.2288
H -13.4333 -12.1965 23.7262
H -9.4693 -7.8588 21.9553
H -10.1331 -8.2224 23.3123
*
```

The largest force on an atom is 4.1 eV/Å. Its frontier orbital gap is 9.36 eV. The calculation puts the LUMO energy at 0.2428 eV. As for the highest occupied orbital energy: -9.1 eV.


# 2
The following is a DFT calculation (ωB97M-V/def2-TZVPD) of C46H28N11OTi as an isolated structure at a distorted geometry.

Geometry as ORCA input:
```
! wB97M-V def2-TZVPD RIJCOSX def2/J DEFGRID3
* xyz 0 2
Ti 13.1566 12.8944 12.9144
C 7.0967 14.9242 11.2973
C 7.3584 15.9253 12.2522
C 8.4960 15.8213 13.0486
C 9.2769 14.6490 12.9603
C 10.4307 14.1853 13.7356
N 11.0005 13.1074 13.0564
C 10.1626 12.7670 11.9871
N 10.2140 11.6583 11.2153
C 11.2716 10.8412 11.3053
C 11.3220 9.5143 10.6307
C 10.4253 8.7322 9.8920
C 10.8076 7.4669 9.4566
C 12.0720 6.9785 9.7331
C 13.0172 7.7851 10.4100
C 12.6338 9.0455 10.8415
C 13.3550 10.0218 11.6463
N 14.6645 10.0004 11.8692
C 15.1710 10.7822 12.8249
N 14.4417 11.5066 13.7521
C 15.3191 11.9419 14.7493
N 14.9880 12.6227 15.8456
C 13.7693 13.1486 16.0145
N 12.7803 13.3290 15.0357
C 11.7441 14.0445 15.6361
N 10.6512 14.5446 15.0090
C 12.1195 14.3931 17.0035
C 11.4249 15.0494 18.0314
C 12.0255 15.1741 19.3158
C 13.3096 14.6716 19.5162
C 14.0133 14.0180 18.4917
C 13.3946 13.8187 17.2526
C 16.6668 11.5150 14.4371
C 17.9296 11.7730 15.0040
C 19.0488 11.1263 14.4862
C 18.9338 10.4014 13.2780
C 17.7321 10.2617 12.6311
C 16.5717 10.7644 13.2331
N 12.4983 11.0647 11.9211
C 9.0579 13.7095 11.9280
C 7.9965 13.8990 11.0603
H 6.1622 14.9731 10.7257
H 6.7298 16.7835 12.2933
H 8.7949 16.6231 13.7060
H 9.4783 9.1277 9.5792
H 10.1244 6.8783 8.8516
H 12.3000 5.9642 9.4029
H 13.9863 7.3408 10.6791
H 10.4359 15.4340 17.7841
H 11.4850 15.6639 20.1284
H 13.8515 14.8677 20.4297
H 15.0486 13.7660 18.6314
H 18.0389 12.3990 15.8491
H 20.0053 11.1663 14.9737
H 19.8344 9.9432 12.8927
H 17.6628 9.7935 11.6683
H 7.8568 13.2164 10.2201
C 12.4586 16.2807 10.0700
C 12.7396 14.8870 10.5073
N 13.1032 14.6538 11.7894
N 13.4210 15.7264 12.6186
C 14.5056 15.3963 13.3510
O 15.0090 14.1848 13.2580
C 14.9751 16.3456 14.3826
C 15.9176 15.9421 15.3644
C 16.1896 16.7291 16.4803
C 15.4990 17.9131 16.7095
C 14.5444 18.3002 15.8026
C 14.3052 17.5527 14.6403
C 12.7537 13.8219 9.5357
C 11.8469 13.7984 8.4377
C 12.0216 12.8313 7.4504
C 13.1456 11.9897 7.5203
C 13.9998 12.1435 8.6005
N 13.7360 12.8861 9.6885
H 12.7767 16.9549 10.8637
H 11.3941 16.4507 9.8206
H 13.0747 16.4691 9.1759
H 16.4187 14.9831 15.2673
H 16.9762 16.3738 17.1407
H 15.6542 18.5130 17.5950
H 13.9854 19.2046 15.9828
H 13.5832 17.9295 13.9535
H 11.0320 14.5607 8.3504
H 11.3666 12.7672 6.6105
H 13.3449 11.2458 6.7576
H 14.8831 11.5205 8.6714
*
```

The largest force on an atom is 4.5 eV/Å. Its frontier orbital gap (spin up / spin down) is 4.23 / 4.40 eV. The calculation puts the relative energy (zero: lowest compared OMol25 entry of this formula, charge and spin) at 0.0 kcal/mol. As for the expectation value of S²: 0.981. The calculation puts the LUMO energy (spin up / spin down) at -1.3281 / -1.7515 eV. As for the highest occupied orbital energy (spin up / spin down): -5.6 / -6.1 eV.


# 3
The following is a DFT calculation (ωB97M-V/def2-TZVPD) of one molecule with the formula C2H2ClF3 at a distorted geometry.

Geometry as ORCA input:
```
! wB97M-V def2-TZVPD RIJCOSX def2/J DEFGRID3
* xyz 0 1
C -0.4303 -0.4024 -0.5601
C 0.4001 0.4399 0.3170
H -1.4652 0.0456 -0.5659
H 0.2084 -0.6730 -1.4458
F 1.6744 0.1587 0.6095
F -0.2942 0.7138 1.4206
F 0.5108 1.7210 -0.1954
Cl -0.6040 -2.0036 0.4200
*
```

The largest force on an atom is 4.2 eV/Å. Its frontier orbital gap is 12.29 eV. Its SMILES is FC(F)(F)CCl. The calculation puts the relative energy (zero: lowest compared OMol25 entry of this formula, charge and spin) at 12.3 kcal/mol. The calculation puts the LUMO energy at 0.6506 eV. As for the highest occupied orbital energy: -11.6 eV.


# 4
The following is a DFT calculation (ωB97M-V/def2-TZVPD) of a 2-piece molecular cluster, C6H12O overall.

Geometry as ORCA input:
```
! wB97M-V def2-TZVPD RIJCOSX def2/J DEFGRID3
* xyz 0 1
C 2.5709 -0.8666 -0.1918
C 1.1366 -0.4406 -0.0326
O 0.8580 -0.1686 1.3152
C 0.5017 0.3654 -1.1230
C -2.1689 1.6327 0.9493
C -2.6126 0.3907 0.7816
C 0.0949 -1.0778 -0.9040
H 3.2440 -0.0655 0.1297
H 2.7817 -1.1071 -1.2386
H 2.7738 -1.7533 0.4168
H 0.1094 0.4379 1.3529
H 1.1058 0.6190 -1.9897
H -0.2267 1.1248 -0.8489
H -1.7110 1.9606 1.8803
H -2.2550 2.3789 0.1634
H -3.0762 0.0731 -0.1497
H -2.5275 -0.3607 1.5624
H 0.4008 -1.8299 -1.6264
H -0.8831 -1.2461 -0.4608
*
```

The largest force on an atom is 0.4 eV/Å. Its frontier orbital gap is 10.34 eV. Its SMILES is CC1(O)CC1.C=C. The calculation puts the relative energy (zero: lowest compared OMol25 entry of this formula, charge and spin) at 49.6 kcal/mol. The calculation puts the LUMO energy at 1.1038 eV. As for the highest occupied orbital energy: -9.2 eV.


Question: Which formula does entry 4 have?
Answer: C6H12O


Question: Which formula does entry 1 have?
Answer: C50H146N22O20